1.
Here is a structure of composition C53H46AuN4OP2S2 at a distorted geometry from the OMol25 dataset. Energies are from ωB97M-V with the def2-TZVPD basis set.

XYZ file:
```
109
Properties=species:S:1:pos:R:3:forces:R:3
Au 14.766 13.462 11.819 0.2 0.5 1.1
O 13.276 10.208 13.690 0.2 0.4 -0.5
S 13.582 11.019 12.471 0.3 -0.7 0.5
C 13.426 9.893 11.049 0.1 0.5 0.4
C 12.884 8.702 11.441 -0.2 -0.2 0.7
C 12.602 7.644 10.540 0.5 0.8 0.6
C 12.958 7.864 9.252 0.0 -0.8 -0.6
C 12.827 6.949 8.047 -0.2 -0.8 0.5
C 13.401 7.737 6.854 0.9 -0.4 0.8
C 13.857 9.047 7.467 -0.3 -0.4 0.3
C 14.396 10.140 6.874 0.3 -0.2 -0.3
C 14.701 11.239 7.690 -0.3 -0.9 0.2
C 14.491 11.245 9.056 -0.3 0.8 -0.2
P 14.905 12.943 9.606 0.1 0.0 -0.4
C 16.618 13.225 8.984 -1.3 -0.6 0.2
C 17.672 12.711 9.730 -0.5 0.5 0.6
C 18.913 12.765 9.170 1.1 -1.0 0.4
C 19.148 13.222 7.876 0.3 -0.2 0.8
C 18.123 13.675 7.114 -1.7 0.3 -0.5
C 16.829 13.648 7.701 1.2 0.5 -1.5
C 13.706 14.007 8.702 -0.1 0.4 -0.5
C 14.001 15.379 8.497 0.3 -0.3 -0.2
C 13.024 16.231 7.932 1.6 -0.8 0.2
C 11.813 15.692 7.544 -0.2 0.4 0.0
C 11.482 14.365 7.787 1.1 -0.3 -0.1
C 12.456 13.489 8.304 0.0 1.1 0.6
C 13.849 10.127 9.706 0.6 1.2 0.4
C 13.583 9.063 8.870 -0.2 -0.7 -1.6
C 12.148 12.067 12.287 1.7 0.5 1.5
C 11.310 11.899 11.279 -1.9 -1.0 -1.3
C 10.042 12.488 11.225 -1.3 1.5 0.6
C 9.607 13.247 12.294 0.9 -0.6 0.3
C 8.341 14.041 12.574 -0.5 -1.1 -0.2
C 8.494 14.485 14.030 0.0 -0.1 0.8
C 9.960 14.330 14.358 0.6 -0.8 -0.8
C 10.755 14.819 15.351 -1.2 0.2 -0.5
C 12.120 14.481 15.307 -0.9 -0.2 -0.2
C 12.660 13.655 14.369 1.1 -1.3 -1.1
P 14.507 13.611 14.239 -0.7 -0.1 -0.9
C 15.157 12.170 15.048 2.0 -0.3 -0.3
C 16.468 11.745 14.700 -0.4 0.9 -0.7
C 17.201 10.872 15.470 -1.1 0.2 0.5
C 16.636 10.424 16.644 -1.7 0.6 0.7
C 15.349 10.867 17.045 1.0 -0.5 -1.2
C 14.608 11.701 16.218 -0.2 -0.8 0.4
C 15.098 14.978 15.251 0.0 -0.8 1.3
C 15.151 16.268 14.783 -0.4 0.7 -1.4
C 15.470 17.316 15.622 0.5 0.7 0.0
C 15.824 16.999 16.927 -0.2 2.8 0.7
C 15.644 15.779 17.461 0.7 -1.7 0.4
C 15.337 14.725 16.615 0.1 1.4 -0.9
C 11.852 12.994 13.329 0.0 1.2 1.8
C 10.531 13.425 13.381 -1.2 1.1 -0.6
H 12.725 8.649 12.536 -0.2 -0.4 -0.8
H 12.188 6.722 10.894 -0.2 -0.3 0.1
H 11.762 6.687 7.922 0.5 0.0 -0.1
H 13.385 5.997 8.214 -0.4 0.6 -0.1
H 12.669 7.863 6.101 -0.9 0.5 -0.8
H 14.200 7.172 6.348 0.0 0.4 0.3
H 14.629 10.123 5.816 -0.1 0.3 0.0
H 15.076 12.122 7.219 0.2 0.1 -0.2
H 17.553 12.346 10.754 0.0 0.1 -0.4
H 19.704 12.288 9.749 0.1 0.4 -0.2
H 20.136 13.202 7.503 0.9 -0.1 -0.4
H 18.260 13.981 6.058 -0.1 -0.1 0.9
H 16.025 13.913 7.046 -0.5 0.4 0.0
H 15.062 15.700 8.645 -1.2 0.0 0.1
H 13.315 17.254 7.706 -0.3 -0.2 0.0
H 11.145 16.326 6.972 -0.2 -0.1 0.3
H 10.512 14.040 7.464 -0.2 -0.4 0.0
H 12.264 12.442 8.477 -0.3 -0.1 -0.1
H 11.515 11.117 10.579 0.2 -0.1 -0.6
H 9.371 12.409 10.386 0.2 -0.4 -0.3
H 7.384 13.475 12.393 1.0 0.5 0.1
H 8.325 14.923 11.947 0.0 0.2 -0.3
H 7.975 13.811 14.726 -0.1 0.1 -0.3
H 8.073 15.473 14.188 0.2 0.2 0.1
H 10.303 15.519 16.055 0.5 -0.2 0.1
H 12.733 14.891 16.058 0.8 0.6 0.6
H 17.001 12.102 13.811 -0.6 0.2 0.1
H 18.164 10.603 15.136 1.0 -0.5 -0.2
H 17.092 9.719 17.295 0.7 -0.4 0.3
H 14.932 10.462 17.941 -0.3 -0.1 0.4
H 13.576 11.920 16.436 -0.2 0.3 0.3
H 14.935 16.426 13.717 0.0 0.2 0.4
H 15.466 18.375 15.299 0.2 -0.9 0.0
H 16.170 17.750 17.659 -0.3 0.0 -0.8
H 15.895 15.680 18.517 -0.2 -0.5 -0.3
H 15.375 13.743 16.948 -0.2 -1.5 0.8
S 13.749 15.633 11.507 0.0 0.2 0.0
C 22.742 13.992 11.901 0.9 -0.8 -1.2
C 22.501 15.237 12.701 0.1 0.0 0.5
C 21.960 16.322 11.787 1.7 -0.5 -1.0
C 21.631 14.904 13.958 -0.2 -0.4 -1.2
N 20.600 13.911 13.580 -0.8 0.6 -1.0
C 19.504 13.998 12.760 0.2 1.0 0.8
N 19.055 12.797 12.526 0.5 -0.2 0.3
N 19.936 11.952 13.161 -0.6 0.0 -0.6
N 20.852 12.611 13.736 0.2 0.1 0.8
H 23.375 14.168 11.010 -0.1 0.3 0.6
H 21.854 13.560 11.476 -0.7 -0.1 -0.1
H 23.227 13.190 12.447 0.1 0.0 0.3
H 23.492 15.536 13.039 -0.1 0.3 0.4
H 21.095 15.949 11.261 -0.7 0.4 0.0
H 22.743 16.468 10.983 -0.8 0.0 0.8
H 21.874 17.265 12.291 -0.6 0.5 0.2
H 21.150 15.778 14.411 0.1 -0.2 -0.1
H 22.221 14.343 14.670 0.2 0.2 0.3
H 19.036 14.954 12.444 0.5 -0.9 0.3
```
Forces are in eV/Å.

Gap between HOMO and LUMO (spin up / spin down) = 7.4 / 6.6 eV
LUMO level (spin up / spin down) = -2.27 / -3.80 eV
Total energy = -107647.7088 eV
Spin multiplicity = 3
Charge = +1

---

2.
Here is a structure of composition C2H3NOS3 at a distorted geometry from the OMol25 dataset. Energies are from ωB97M-V with the def2-TZVPD basis set.

XYZ file:
```
10
Properties=species:S:1:pos:R:3:forces:R:3
C -0.944 -1.034 0.416 2.6 1.5 -1.1
C 0.366 -0.437 0.117 -1.4 0.4 1.9
N 0.385 -0.076 -1.156 -0.7 1.4 -2.9
O -0.886 0.413 -1.550 -0.3 -0.2 -0.4
S -1.319 -1.995 1.657 -1.1 -1.6 1.9
S -2.076 -0.274 -0.630 0.9 0.5 -0.2
S 0.519 1.472 1.447 -1.1 -1.4 0.1
H 1.347 -0.794 0.245 0.8 -1.1 1.6
H 1.116 0.565 -1.463 -0.6 0.1 -0.1
H 1.493 2.160 0.917 0.9 0.4 -0.6
```
Forces are in eV/Å.

Gap between HOMO and LUMO (spin up / spin down) = 6.5 / 5.1 eV
LUMO level (spin up / spin down) = -0.48 / -3.47 eV
Total energy = -38159.5071 eV
Spin multiplicity = 3
Charge = 0

---

3.
Here is a structure of composition C15H16Cl2F5IrN4O3SSe at a distorted geometry from the OMol25 dataset. Energies are from ωB97M-V with the def2-TZVPD basis set.

XYZ file:
```
48
Properties=species:S:1:pos:R:3:forces:R:3
Ir -0.123 -0.079 0.631 0.7 -0.3 0.9
C 5.000 -0.711 1.310 0.0 0.0 0.0
C 3.949 -0.045 2.113 0.0 0.0 0.0
N 4.098 0.485 3.283 0.0 0.0 0.0
N 2.841 0.927 3.616 0.0 0.0 0.0
C 1.911 0.658 2.686 0.0 0.0 -0.1
S 0.259 0.935 2.663 0.0 0.1 0.1
N 2.642 0.066 1.695 0.0 0.1 0.0
N 2.061 -0.449 0.532 -0.2 0.0 0.1
H 5.935 -0.685 1.862 0.0 0.0 0.0
H 5.136 -0.211 0.350 0.0 0.0 0.0
H 4.722 -1.748 1.114 0.0 0.0 0.0
H 2.674 1.338 4.516 0.0 0.0 0.0
H 2.512 -0.080 -0.300 0.0 0.0 0.0
H 2.079 -1.470 0.573 0.0 -0.1 -0.1
Cl -2.922 -2.360 -0.614 -0.1 0.0 -0.1
C -2.332 -1.522 -2.059 0.1 -0.2 0.0
Cl -2.946 0.136 -2.158 -0.1 0.1 -0.1
C -0.789 -1.572 -2.149 -0.2 0.0 0.0
O -0.337 -2.153 -3.128 0.0 0.0 0.0
O -0.094 -1.026 -1.233 0.1 -0.1 -0.1
H -2.724 -2.056 -2.915 0.0 0.0 0.0
C -0.925 3.908 -0.964 -0.1 0.0 0.0
C -0.247 3.022 0.087 -0.1 0.1 -0.3
C 0.991 3.759 0.598 -0.1 -0.1 -0.1
C 0.060 1.657 -0.515 -0.4 -0.7 0.5
H -1.183 4.889 -0.553 0.0 0.0 0.0
H -1.836 3.438 -1.337 0.0 0.0 0.0
H -0.257 4.065 -1.817 0.0 0.0 0.0
H -0.959 2.866 0.902 0.1 0.1 0.1
H 1.685 3.936 -0.232 0.0 0.0 0.0
H 1.518 3.196 1.362 0.1 -0.1 0.2
H 0.727 4.734 1.017 0.0 0.0 0.0
H 0.985 1.644 -1.086 0.5 0.1 0.0
H -0.710 1.326 -1.195 -0.3 0.6 -0.6
O -1.961 0.183 0.863 0.0 0.1 -0.2
F -0.413 -6.648 -2.204 0.0 0.0 0.0
C -0.275 -5.721 -1.248 0.0 0.0 0.0
C 0.865 -4.945 -1.184 0.0 0.0 0.0
F 1.849 -5.131 -2.072 0.0 0.0 0.0
C 0.984 -3.995 -0.186 0.0 0.0 0.0
F 2.148 -3.303 -0.178 0.0 0.1 0.1
C 0.009 -3.758 0.772 0.0 -0.1 0.1
Se 0.135 -2.428 2.145 0.0 0.2 -0.5
C -1.117 -4.569 0.674 -0.1 0.0 0.0
F -2.134 -4.422 1.531 0.1 -0.1 0.0
C -1.269 -5.530 -0.308 0.0 0.0 0.0
F -2.383 -6.273 -0.367 0.0 0.0 0.0
```
Forces are in eV/Å.

Gap between HOMO and LUMO (spin up / spin down) = 6.5 / 6.3 eV
LUMO level (spin up / spin down) = 2.23 / 2.23 eV
Total energy = -145570.2836 eV
Spin multiplicity = 2
Charge = -1

---

4.
Here is an isolated molecule of C3H6O3 from the OMol25 dataset. Energies are from ωB97M-V with the def2-TZVPD basis set.

XYZ file:
```
12
Properties=species:S:1:pos:R:3:forces:R:3
O 0.948 1.595 0.089 0.8 0.0 0.5
C 0.922 0.550 0.717 0.0 0.2 0.1
C 0.550 -0.702 0.027 -0.9 0.1 0.2
O 0.954 -0.783 -1.301 -0.1 0.3 0.1
C -1.085 -0.366 0.106 0.7 -0.6 0.1
O -1.362 0.743 -0.696 0.1 -0.2 0.1
H 0.903 0.529 1.824 0.2 0.1 -0.1
H 0.872 -1.627 0.530 -0.5 0.4 0.1
H 0.986 0.129 -1.623 0.0 -0.1 -0.2
H -1.544 -1.256 -0.320 -0.1 0.1 -0.1
H -1.473 -0.225 1.139 0.5 -0.2 -0.4
H -0.672 1.413 -0.491 -0.6 -0.1 -0.3
```
Forces are in eV/Å.

Gap between HOMO and LUMO = 10.5 eV
LUMO level = 0.56 eV
Total energy = -9349.4022 eV
Spin multiplicity = 1
Charge = 0

---

5.
Here is an isolated molecule of CH6BOPS from the OMol25 dataset. Energies are from ωB97M-V with the def2-TZVPD basis set.

XYZ file:
```
11
Properties=species:S:1:pos:R:3:forces:R:3
C -1.003 0.499 -0.595 -0.1 0.0 0.1
B 0.531 0.227 -0.520 -0.2 -0.2 -0.1
O 1.430 1.026 -1.156 0.6 0.1 0.7
P 1.345 -1.298 0.422 0.4 -0.1 -0.6
S 0.776 -0.758 2.391 0.1 0.0 0.3
H -1.265 1.559 -0.556 0.0 0.0 0.0
H -1.585 -0.045 0.147 0.0 0.1 0.0
H -1.326 0.141 -1.580 0.0 0.0 0.0
H 1.256 1.967 -1.074 -0.3 0.1 -0.6
H 0.366 -2.267 0.123 -0.1 -0.1 0.2
H -0.526 -1.051 2.398 -0.2 0.1 -0.1
```
Forces are in eV/Å.

Gap between HOMO and LUMO = 9.1 eV
LUMO level = 0.42 eV
Total energy = -23983.2870 eV
Spin multiplicity = 1
Charge = 0

---

Question: Among the records above, which one has the highest charge?
Answer: C53H46AuN4OP2S2